# 1
Below is 9 unconnected molecules or ions with the total composition C20H34Br14F2O6 at a distorted geometry, with properties calculated with ωB97M-V/def2-TZVPD.

CARTESIAN COORDINATES (ANGSTROEM)
1 Br 4.5302 2.5819 -2.0933
2 C 4.5103 2.4680 -0.2046
3 C 5.4522 1.4139 0.3888
4 Br 4.8732 -0.4581 -0.0772
5 H 3.4856 2.2402 0.1606
6 H 4.9020 3.4536 0.1638
7 H 5.3706 1.4618 1.4784
8 H 6.4054 1.3561 -0.0877
9 Br -4.3516 5.0314 0.2705
10 C -4.3661 5.2122 -1.7171
11 C -3.2747 4.3065 -2.1526
12 Br -2.7792 4.5343 -3.9457
13 H -4.1433 6.2381 -1.8472
14 H -5.3917 4.9737 -2.1049
15 H -3.5507 3.2925 -2.0047
16 H -2.4204 4.5410 -1.5406
17 Br -5.2378 -4.0288 0.9053
18 C -5.4069 -2.1970 0.3272
19 C -4.1229 -1.4151 0.6800
20 Br -4.2971 -0.2806 2.3003
21 H -6.3652 -1.7728 0.5933
22 H -5.3997 -2.3029 -0.7467
23 H -3.8683 -0.7047 -0.1208
24 H -3.2855 -2.0740 0.8780
25 Br 0.7020 5.1921 -0.4529
26 C 0.7690 5.4254 -2.3902
27 C 1.4279 4.4395 -3.2413
28 Br 0.8731 2.6557 -3.0365
29 H 1.3357 6.3837 -2.5138
30 H -0.2825 5.4809 -2.6444
31 H 2.5198 4.4182 -3.0896
32 H 1.1249 4.8154 -4.2467
33 Br 5.4759 -2.7876 -4.1309
34 C 3.9048 -1.4839 -4.3232
35 C 2.6328 -2.1396 -3.8454
36 Br 1.1801 -0.7898 -4.0052
37 H 3.8801 -1.2431 -5.4250
38 H 4.3233 -0.6891 -3.7224
39 H 2.6899 -2.4051 -2.7771
40 H 2.3502 -3.0253 -4.3460
41 Br 0.3234 0.2843 6.2285
42 C 1.5846 1.5827 5.4481
43 C 0.7728 2.6550 4.7393
44 Br 1.7933 4.2083 4.0794
45 H 2.2330 1.0982 4.7650
46 H 2.1293 1.9590 6.2339
47 H 0.1295 3.1734 5.4319
48 H 0.1665 2.2574 3.9168
49 Br -0.4293 -2.5509 2.0227
50 C -1.0925 -2.3862 3.8189
51 C -2.0514 -3.4593 4.1930
52 Br -2.7739 -3.2704 6.0211
53 H -1.7069 -1.4665 3.8673
54 H -0.2883 -2.3742 4.4552
55 H -1.5521 -4.4602 4.2062
56 H -2.9077 -3.3887 3.5319
57 C -0.9044 0.9302 -0.5603
58 C 0.5302 1.1435 -0.0117
59 O 1.2482 -0.0558 -0.2987
60 C 0.3192 -1.0001 -0.8248
61 O 0.6202 -2.0782 -1.1467
62 O -0.8960 -0.4357 -0.8857
63 F 0.4651 1.4118 1.3709
64 H -1.0231 1.4887 -1.5279
65 H -1.6213 1.2100 0.1672
66 H 0.9502 2.0447 -0.5396
67 C -0.5408 -5.1660 -0.1344
68 C 0.3755 -6.2752 0.3536
69 O 0.5740 -7.0638 -0.7958
70 C -0.4859 -6.7929 -1.7815
71 O -0.6296 -7.5427 -2.6649
72 O -1.2073 -5.7635 -1.2517
73 F -0.3158 -6.9796 1.2807
74 H -0.0177 -4.2436 -0.4601
75 H -1.2384 -4.9416 0.6504
76 H 1.2923 -5.8707 0.7897

Calculated values
Energy above the lowest of the compared OMol25 structures with the same formula, charge and spin ... 0.0 kJ/mol
SMILES string ... O=C1OC[C@@H](F)O1.O=C1OC[C@@H](F)O1.BrCCBr.BrCCBr.BrCCBr.BrCCBr.BrCCBr.BrCCBr.BrCCBr
LUMO level ... 0.02 eV
Gap between HOMO and LUMO ... 10.2 eV
E_tot ... -37469.84135 hartree
Strongest force on any atom ... 4.50 eV/A

Mulliken population analysis, charges in e, atoms 1 to 2: number 1, Br, carries -0.1481; number 2, C, carries -0.1564

=====

# 2
Below is a molecular structure, C20H34Cl2CoN3O4 at a distorted geometry, with properties calculated with ωB97M-V/def2-TZVPD.

CARTESIAN COORDINATES (ANGSTROEM)
1 O 1.2910 1.3678 -2.0264
2 C 1.2140 0.9889 -3.2409
3 C 1.5323 1.8971 -4.3120
4 C 1.7853 3.2682 -4.0637
5 H 1.5959 3.6784 -3.0644
6 C 2.3058 4.0448 -5.0901
7 H 2.5571 5.0909 -4.8894
8 C 2.5171 3.4988 -6.3678
9 H 2.9895 4.1112 -7.1405
10 C 2.1594 2.1709 -6.6356
11 H 2.2657 1.7572 -7.6394
12 C 1.6774 1.3753 -5.6123
13 H 1.4126 0.3242 -5.7540
14 H 1.1256 -0.0738 -3.4533
15 C -1.6256 1.2908 -4.5355
16 C -1.2314 -0.1472 -4.2835
17 H -2.7146 1.3649 -4.6984
18 H -1.0868 1.7373 -5.3823
19 H -1.3873 1.8781 -3.6333
20 C -1.4214 -0.7342 -3.0814
21 C -2.0556 -0.0806 -1.9030
22 H -1.1035 -1.7574 -2.9332
23 H -2.9835 0.4550 -2.1564
24 H -1.4127 0.6497 -1.3945
25 H -2.2838 -0.8547 -1.1567
26 Co 1.3744 1.5590 -0.2978
27 Cl -0.2160 2.6582 0.7594
28 Cl -0.8061 -1.1060 -5.6513
29 C -0.7486 -0.0339 3.0902
30 O 0.1527 -0.8432 3.3443
31 N -1.9768 -0.1120 3.6359
32 C -2.1992 -1.0604 4.7099
33 C -2.9898 0.9019 3.4057
34 H -0.6274 0.8039 2.3800
35 H -1.5227 -1.9056 4.5706
36 H -3.2408 -1.3854 4.6794
37 H -2.0046 -0.6034 5.6902
38 H -2.7505 1.4406 2.4825
39 H -3.0403 1.6209 4.2378
40 H -3.9678 0.4167 3.3191
41 H 0.3748 -4.2288 1.1551
42 H 2.2040 -4.7399 -0.0120
43 C 0.2389 -3.1825 0.8642
44 C 1.9539 -3.9665 -0.7465
45 N 1.3001 -2.8588 -0.0712
46 H 0.2774 -2.5397 1.7497
47 C 1.5335 -1.5897 -0.4371
48 O 0.9603 -0.6102 0.0927
49 H 2.8693 -3.6138 -1.2341
50 H 2.2791 -1.4836 -1.2492
51 H -0.7502 -3.0847 0.3957
52 H 1.3024 -4.4192 -1.5086
53 C 4.5210 -0.5430 1.8674
54 N 3.3500 -0.0547 2.5794
55 C 3.0830 -0.4962 3.9407
56 C 2.6220 0.8812 1.9937
57 O 2.9141 1.2566 0.8109
58 H 5.0602 -1.1932 2.5537
59 H 5.1565 0.2930 1.5511
60 H 4.2186 -1.1138 0.9803
61 H 2.0090 -0.7009 4.0449
62 H 3.6577 -1.4071 4.1222
63 H 3.3682 0.2737 4.6747
64 H 1.7658 1.3209 2.5251

Calculated values
Net charge ... -1
Energy above the lowest of the compared OMol25 structures with the same formula, charge and spin ... 0.0 kJ/mol
LUMO level (alpha / beta) ... 2.45 / 2.45 eV
Spin multiplicity ... 4
Gap between HOMO and LUMO (alpha / beta) ... 3.9 / 3.7 eV
E_tot ... -3550.84981 hartree
Strongest force on any atom ... 3.78 eV/A

Mulliken population analysis, charges in e, atoms 1 to 2: number 1, O, carries -0.6305; number 2, C, carries -0.7700

=====

# 3
Below is C20H34ClF9O5S3 in the gas phase at a distorted geometry, with properties calculated with ωB97M-V/def2-TZVPD.

CARTESIAN COORDINATES (ANGSTROEM)
1 C 2.7122 -2.9068 0.3874
2 C 1.9353 -4.1564 -0.0792
3 C 0.4718 -4.1949 0.4205
4 C -0.3663 -3.0951 -0.2946
5 O -1.6458 -3.6200 -0.7330
6 S -1.7599 -3.1872 -2.3257
7 O -3.0777 -3.5542 -2.6895
8 O -1.5924 -1.5290 -2.3091
9 C -2.0600 -0.7274 -1.2588
10 Cl -3.6885 -1.2308 -0.6110
11 C -2.3845 0.6369 -1.9642
12 C -1.6393 0.8624 -3.3067
13 C -2.4311 0.4072 -4.5644
14 C -2.3045 1.5620 -5.6029
15 C -1.8448 -0.8543 -5.2342
16 C -1.0392 -0.5565 -0.0627
17 C -1.6198 0.4061 1.0104
18 C -0.7423 0.6373 2.2799
19 C -0.1614 2.0625 2.3122
20 C 0.2564 2.5131 3.7272
21 C 1.7273 2.1621 4.0874
22 F 2.0509 1.0576 3.4124
23 F 1.7491 1.9512 5.4001
24 C 2.6023 3.3808 3.6991
25 F 2.3940 4.2933 4.6189
26 F 2.2479 3.9013 2.5527
27 S 4.4641 3.0544 3.6136
28 F 4.6564 4.3474 2.7096
29 F 4.2883 2.1647 2.3387
30 F 4.3509 1.8272 4.5939
31 F 4.7352 3.9800 4.8792
32 F 6.0146 2.8053 3.5319
33 S 0.5577 0.1686 -0.6432
34 C 0.4406 1.9174 -1.0372
35 O 1.5504 0.0784 0.3945
36 O 1.0556 -0.5421 -1.7888
37 C -0.6834 -1.8966 0.6636
38 C -1.7115 -2.3719 1.6958
39 H 3.7214 -3.2176 0.6721
40 H 2.8589 -2.1724 -0.3987
41 H 2.2942 -2.4173 1.2667
42 H 2.4459 -5.0251 0.3355
43 H 1.9440 -4.1541 -1.1705
44 H 0.5353 -3.9201 1.4750
45 H 0.0280 -5.1784 0.2827
46 H 0.2501 -2.7781 -1.1410
47 H -3.4427 0.6726 -2.2011
48 H -2.1879 1.4955 -1.3259
49 H -1.5693 1.9523 -3.4126
50 H -0.6111 0.5037 -3.3236
51 H -3.4963 0.3340 -4.3384
52 H -2.4871 1.2298 -6.6229
53 H -1.2505 1.8685 -5.5769
54 H -2.8762 2.4462 -5.3162
55 H -0.7709 -0.9609 -5.1024
56 H -2.3630 -1.7241 -4.8235
57 H -2.1352 -0.8352 -6.2841
58 H -2.5933 0.0666 1.3460
59 H -1.8083 1.4007 0.6078
60 H 0.0928 -0.0459 2.3957
61 H -1.4049 0.5776 3.1466
62 H 0.7184 2.1366 1.6736
63 H -0.8723 2.7987 1.9276
64 H 0.1362 3.5955 3.7873
65 H -0.4026 2.0944 4.4880
66 H 0.4580 2.0760 -2.1117
67 H -0.4373 2.4226 -0.6416
68 H 1.3268 2.3990 -0.6294
69 H 0.2497 -1.7847 1.2140
70 H -1.3061 -3.2794 2.1476
71 H -2.6852 -2.6434 1.3017
72 H -1.8680 -1.6874 2.5291

Calculated values
LUMO level ... 0.28 eV
Gap between HOMO and LUMO ... 10.3 eV
E_tot ... -3712.08422 hartree
Strongest force on any atom ... 3.13 eV/A

Mulliken population analysis, charges in e, atoms 1 to 2: number 1, C, carries -0.8897; number 2, C, carries -0.8772

=====

# 4
Below is 2 unconnected molecules or ions with the total composition C20H34FN3O3S, with properties calculated with ωB97M-V/def2-TZVPD.

CARTESIAN COORDINATES (ANGSTROEM)
1 C -3.8277 2.2873 3.4183
2 C -3.5257 2.2785 1.9345
3 F -4.5911 1.8449 1.2297
4 N -3.2164 3.6651 1.4278
5 N -4.2720 4.2819 0.9369
6 C -4.1248 5.5097 0.4960
7 S -5.5188 6.3333 -0.1810
8 C -2.8715 6.1606 0.5278
9 C -1.8147 5.4859 1.0463
10 C -1.9893 4.1812 1.5195
11 C -0.8389 3.3908 2.0790
12 C -0.1735 2.4608 1.0364
13 C 0.1165 3.1251 -0.3107
14 C 0.2011 2.1555 -1.5051
15 O -0.4821 0.9084 -1.2840
16 C -1.8174 0.9760 -1.3367
17 O -2.4548 2.0026 -1.3394
18 H -4.5866 1.5221 3.5870
19 H -2.9562 2.0143 4.0092
20 H -4.2302 3.2452 3.7419
21 H -2.6855 1.6484 1.6538
22 H -6.3688 5.9238 0.7676
23 H -2.7811 7.1713 0.1531
24 H -0.8327 5.9351 1.1050
25 H -1.1737 2.7912 2.9244
26 H -0.1152 4.1109 2.4636
27 H 0.7630 2.1097 1.4753
28 H -0.7880 1.5718 0.9191
29 H -0.6405 3.8672 -0.5601
30 H 1.0668 3.6611 -0.2390
31 H 1.2242 1.8838 -1.7499
32 H -0.2474 2.6396 -2.3723
33 H -2.2646 -0.0261 -1.3339
34 C 3.6158 -3.9162 0.7974
35 C 2.9143 -4.7280 -0.3129
36 C 3.6912 -4.6475 -1.6318
37 C 3.5918 -3.2910 -2.3263
38 C 2.1321 -2.8836 -2.5145
39 C 1.3336 -2.9069 -1.2087
40 N 1.5171 -4.2362 -0.5484
41 O 0.7400 -5.1307 -1.0286
42 C 1.7603 -1.7490 -0.2972
43 C -0.1495 -2.7204 -1.4978
44 C 2.8336 -6.1790 0.1439
45 H 4.3035 -3.1675 0.4046
46 H 2.8946 -3.4148 1.4403
47 H 4.1963 -4.5837 1.4324
48 H 3.3089 -5.4179 -2.3078
49 H 4.7350 -4.8964 -1.4270
50 H 4.1345 -2.5271 -1.7622
51 H 4.0788 -3.3499 -3.3008
52 H 2.0637 -1.8808 -2.9447
53 H 1.6598 -3.5673 -3.2258
54 H 1.2811 -1.8329 0.6803
55 H 1.4377 -0.8096 -0.7476
56 H 2.8337 -1.6792 -0.1434
57 H -0.5253 -3.4457 -2.2144
58 H -0.3050 -1.7213 -1.9087
59 H -0.7393 -2.8141 -0.5835
60 H 2.2272 -6.2708 1.0458
61 H 3.8430 -6.5257 0.3673
62 H 2.4089 -6.8237 -0.6202

Calculated values
Net charge ... +1
LUMO level (alpha / beta) ... -4.51 / -4.51 eV
Spin multiplicity ... 2
Gap between HOMO and LUMO (alpha / beta) ... 5.1 / 6.3 eV
E_tot ... -1670.19714 hartree
Strongest force on any atom ... 0.79 eV/A

Mulliken population analysis, charges in e, atoms 1 to 2: number 1, C, carries -1.1811; number 2, C, carries 0.4473